(1)
The following is a quantum chemistry calculation of C10H12MgN2O4S as an isolated structure, from the Open Molecules 2025 dataset.

Element x y z (Å)
1 Mg -0.0250 -0.6038 -3.2309
2 O 0.0991 2.1507 -0.8806
3 C 0.0536 1.2094 -1.5251
4 C -0.1326 -2.7561 -2.4956
5 O -0.1827 -3.8001 -2.0366
6 C 2.0223 -0.6447 -2.1530
7 O 3.0139 -0.6123 -1.5872
8 C -2.0907 -0.4471 -2.2018
9 O -3.0925 -0.3225 -1.6713
10 C 0.0013 0.1451 -5.2536
11 H -0.8976 0.7816 -5.3315
12 H 0.9615 0.6970 -5.3173
13 C -0.0638 -1.2343 -5.3369
14 H 0.8397 -1.8750 -5.4569
15 H -1.0203 -1.7812 -5.4718
16 S -0.0577 -0.9156 0.4078
17 C -0.0126 -0.2221 1.9763
18 N -1.1384 0.0571 2.6884
19 C -1.2026 0.8118 3.9403
20 C 0.0688 1.5992 4.1842
21 C 1.3065 0.7778 3.8511
22 N 1.1582 0.0949 2.5807
23 H -1.9987 -0.3126 2.2993
24 H -1.3898 0.0879 4.7492
25 H -2.0462 1.5102 3.8829
26 H 0.1081 1.8663 5.2360
27 H 0.0610 2.5423 3.6248
28 H 1.5058 0.0068 4.6177
29 H 2.1691 1.4553 3.7905
30 H 1.9825 -0.2662 2.1209

Cartesian forces (eV/Å) of the 3 atoms listed first:
Mg 0.014 0.356 3.046
O -0.096 -2.029 -1.492
C 0.107 2.443 1.295

The value obtained for the calculated total energy is -37998.5105 eV. Its charge is +2. The value obtained for the LUMO energy is -0.3091 Ha. The value obtained for the maximum force is 4.2 eV Å⁻¹. The calculation puts the relative energy (zero: lowest compared OMol25 entry of this formula, charge and spin) at 0.806 eV. For the orbital gap, the calculation gives 6.2 eV. The calculation puts the highest occupied orbital energy at -14.59 eV.

=====

(2)
The following is a quantum chemistry calculation of C32H22BrF5HfN4O4S2 as an isolated structure, from the Open Molecules 2025 dataset.

Element x y z (Å)
1 Hf 0.6941 0.3879 0.5392
2 C 3.0391 -1.9029 0.2571
3 O 1.8762 -1.4276 1.0430
4 C 1.9515 -1.7557 2.4201
5 C 2.7365 -2.7731 2.9224
6 C 2.7635 -2.9643 4.3050
7 Br 3.8065 -4.3517 5.0029
8 C 2.0542 -2.1417 5.1651
9 C 1.2584 -1.1253 4.6451
10 C 1.1736 -0.9952 3.2667
11 O 0.2702 -0.1108 2.6519
12 C 0.4307 -0.2522 5.4975
13 N -0.2754 -0.6538 6.4961
14 C -0.9517 0.4875 6.9438
15 C -1.8308 0.6224 8.0165
16 C -2.3295 1.8814 8.2698
17 C -1.9645 2.9874 7.4829
18 C -1.0996 2.8649 6.4130
19 C -0.6184 1.5875 6.1593
20 N 0.2670 1.1029 5.1783
21 H 2.9362 -2.9781 0.1390
22 H 3.9372 -1.6272 0.8036
23 H 2.9743 -1.3890 -0.6964
24 H 3.3317 -3.4037 2.2824
25 H 2.0947 -2.2767 6.2361
26 H -0.1572 0.4613 3.3556
27 H -2.0968 -0.2302 8.6239
28 H -3.0099 2.0287 9.0958
29 H -2.3709 3.9583 7.7269
30 H -0.8205 3.7205 5.8141
31 H 0.9984 1.6771 4.7752
32 C 3.5233 7.6641 -1.4442
33 C 3.0444 6.4408 -0.7251
34 C 2.7902 6.4827 0.6457
35 C 2.3905 5.3532 1.3349
36 C 2.2412 4.1608 0.6213
37 C 2.4849 4.0873 -0.7525
38 C 2.8821 5.2320 -1.4102
39 S 1.7143 2.7919 1.4984
40 O 2.3561 1.5401 0.8549
41 O 1.9902 2.9024 2.8906
42 N 0.1810 2.3909 1.2844
43 C -0.7406 2.5826 0.2206
44 C -1.2094 3.7653 -0.3148
45 C -2.2193 3.6540 -1.2600
46 C -2.7205 2.4051 -1.6270
47 C -2.1747 1.2739 -1.0620
48 N -1.1841 1.3747 -0.1609
49 H 3.2166 8.5713 -0.9295
50 H 3.1555 7.6966 -2.4679
51 H 4.6144 7.6534 -1.4868
52 H 2.9213 7.4133 1.1813
53 H 2.2147 5.3852 2.3996
54 H 2.3854 3.1572 -1.2973
55 H 3.0855 5.1922 -2.4715
56 H -0.8268 4.7202 0.0141
57 H -2.6360 4.5494 -1.7014
58 H -3.5240 2.3144 -2.3427
59 H -2.5045 0.2761 -1.3174
60 F -1.3111 -4.4361 -3.8832
61 C -0.7202 -3.3533 -3.4269
62 C -0.9271 -2.9486 -2.1117
63 F -1.7154 -3.6287 -1.2989
64 C -0.2749 -1.8106 -1.6881
65 F -0.4967 -1.4094 -0.3594
66 C 0.5690 -1.0374 -2.4613
67 S 1.4059 0.4005 -1.8455
68 C 0.7496 -1.4699 -3.7711
69 F 1.5392 -0.7924 -4.5882
70 C 0.1166 -2.6108 -4.2518
71 F 0.3115 -2.9926 -5.4956

Cartesian forces (eV/Å) of the 3 atoms listed first:
Hf -0.598 -0.682 -0.857
C -0.328 0.038 0.025
O 0.293 -0.015 0.508

The value obtained for the calculated total energy is -154286.7209 eV. Its charge is +2. The value obtained for the LUMO energy is -0.2343 Ha. The value obtained for the maximum force is 1.2 eV Å⁻¹. The calculation puts the relative energy (zero: lowest compared OMol25 entry of this formula, charge and spin) at 0.000 eV. For the orbital gap, the calculation gives 6.7 eV. The calculation puts the highest occupied orbital energy at -13.07 eV.

=====

(3)
The following is a quantum chemistry calculation of C36H27BrF4N5PReS3 as an isolated structure, from the Open Molecules 2025 dataset.

Element x y z (Å)
1 Re -0.4580 0.9566 -0.3908
2 F 2.8834 -1.9576 5.2372
3 C 2.6569 -1.5479 4.0225
4 C 3.5779 -1.7908 3.0100
5 F 4.6839 -2.4325 3.2667
6 C 3.3086 -1.3452 1.7193
7 F 4.1939 -1.5809 0.7659
8 C 2.1434 -0.6533 1.4037
9 P 1.8466 -0.1531 -0.3046
10 C 3.1902 0.9299 -0.7895
11 C 3.9261 1.6066 0.1892
12 C 4.9899 2.4128 -0.1832
13 C 5.3222 2.5497 -1.5265
14 C 4.5826 1.8896 -2.5016
15 C 3.5129 1.0858 -2.1412
16 C 1.7748 -1.6283 -1.3110
17 C 0.6302 -2.4245 -1.1909
18 C 0.5574 -3.6351 -1.8565
19 C 1.6249 -4.0509 -2.6471
20 C 2.7639 -3.2633 -2.7629
21 C 2.8501 -2.0519 -2.0931
22 C 1.2490 -0.4362 2.4425
23 Br -0.4311 0.4476 2.1544
24 C 1.4760 -0.8639 3.7314
25 F 0.5871 -0.6368 4.6831
26 H 3.6992 1.4827 1.2412
27 H 5.5783 2.9115 0.5756
28 H 6.1703 3.1580 -1.8126
29 H 4.8595 1.9818 -3.5438
30 H 2.9635 0.5501 -2.9075
31 H -0.1900 -2.1224 -0.5395
32 H -0.3157 -4.2656 -1.7514
33 H 1.5734 -5.0005 -3.1633
34 H 3.5974 -3.6014 -3.3639
35 H 3.7551 -1.4634 -2.1631
36 N 1.1945 3.6141 1.1498
37 C 1.1482 3.6014 -0.1774
38 N 0.5286 2.6499 -0.9115
39 C 0.6547 2.9139 -2.2975
40 C 1.3297 4.0324 -2.5762
41 S 1.8640 4.8272 -1.1400
42 C 0.0647 1.8994 -3.1486
43 C 0.0540 1.7269 -4.4750
44 S -0.8332 0.3117 -4.9207
45 C -1.1488 -0.0322 -3.2689
46 N -0.6197 0.8917 -2.4323
47 N -1.8408 -1.0945 -2.8697
48 H 0.6504 2.9832 1.7154
49 H 1.6760 4.3556 1.6392
50 H 1.5597 4.4570 -3.5417
51 H 0.4986 2.3416 -5.2430
52 H -2.2205 -1.7372 -3.5508
53 H -2.1641 -1.1908 -1.9178
54 N -2.4638 0.8267 -0.3564
55 S -3.9067 0.6312 0.5375
56 C -3.4800 0.9149 2.2256
57 C -3.2159 2.2443 2.5663
58 C -2.9800 2.5496 3.8965
59 C -3.0411 1.5471 4.8620
60 C -3.3485 0.2377 4.5094
61 C -3.5781 -0.0923 3.1812
62 C -4.3032 -1.0691 0.3501
63 C -3.3719 -2.0893 0.5681
64 C -3.7902 -3.3981 0.4253
65 C -5.1173 -3.6780 0.0843
66 C -6.0282 -2.6559 -0.1275
67 C -5.6243 -1.3310 0.0009
68 H -2.8120 1.1711 -1.2540
69 H -3.2408 3.0293 1.8180
70 H -2.7969 3.5748 4.1899
71 H -2.8833 1.7984 5.9028
72 H -3.4339 -0.5249 5.2718
73 H -3.8479 -1.1031 2.9077
74 H -2.3532 -1.8703 0.8709
75 H -3.0969 -4.2103 0.5993
76 H -5.4363 -4.7080 -0.0083
77 H -7.0527 -2.8810 -0.3911
78 H -6.3267 -0.5223 -0.1624

Cartesian forces (eV/Å) of the 3 atoms listed first:
Re -0.191 -0.359 -0.019
F 0.007 -0.002 0.008
C 0.001 -0.015 0.014

The value obtained for the calculated total energy is -170018.1926 eV. Its charge is +4. The value obtained for the LUMO energy (spin up / spin down) is -0.4590 / -0.4983 Ha. The value obtained for the maximum force is 0.4 eV Å⁻¹. The multiplicity is 4. For the orbital gap (spin up / spin down), the calculation gives 6.6 / 5.5 eV. The calculation puts the highest occupied orbital energy (spin up / spin down) at -19.09 / -19.03 eV.

=====

(4)
The following is a quantum chemistry calculation of a 2-piece molecular cluster, C34H46N2O5 overall, from the Open Molecules 2025 dataset.

Element x y z (Å)
1 C -3.8473 2.9864 -5.2366
2 C -4.1694 2.6257 -3.8175
3 O -2.8891 2.6671 -3.1453
4 C -2.9962 2.4375 -1.8266
5 C -1.7433 2.4235 -1.0710
6 C -1.7337 3.1969 0.2183
7 C -2.7317 2.6169 1.2214
8 C -1.9697 4.6952 -0.0273
9 C -0.5274 2.3398 -1.8734
10 O -0.4022 1.8485 -2.9862
11 O 0.5312 2.8200 -1.1617
12 C 1.7633 3.0755 -1.8847
13 C 2.3612 1.8405 -2.4903
14 O -4.1031 2.2258 -1.3163
15 H -4.7591 3.0361 -5.8326
16 H -3.3369 3.9541 -5.2848
17 H -3.1990 2.2230 -5.6781
18 H -4.8681 3.3446 -3.3652
19 H -4.5858 1.6119 -3.7409
20 H -0.7190 3.0653 0.6126
21 H -2.3149 1.7224 1.6996
22 H -2.9319 3.3560 2.0069
23 H -3.6661 2.3587 0.7088
24 H -1.2479 5.0573 -0.7647
25 H -2.9902 4.8764 -0.3871
26 H -1.8262 5.2613 0.8993
27 H 1.5475 3.8112 -2.6706
28 H 2.4234 3.5208 -1.1349
29 H 3.3758 2.0428 -2.8477
30 H 2.3977 1.0206 -1.7714
31 H 1.7482 1.5294 -3.3362
32 C 3.1979 -3.4874 2.8540
33 N 2.1737 -2.4730 2.9282
34 C 2.2905 -1.4911 3.8852
35 O 2.9983 -1.5640 4.8839
36 C 1.4401 -0.3168 3.4372
37 C 2.3475 0.8812 3.1575
38 C 3.4404 0.5001 2.1847
39 C 4.6708 0.0176 2.6486
40 C 5.6169 -0.4844 1.7535
41 C 5.3345 -0.5020 0.3830
42 C 4.1475 0.0670 -0.0881
43 C 3.2423 0.6412 0.8098
44 N 0.7775 -0.8379 2.2320
45 C 0.1575 -0.0265 1.3471
46 C -0.2021 -0.4293 0.0590
47 C -1.3924 -0.0700 -0.5764
48 C -1.8874 -0.7834 -1.7379
49 C -3.2449 -0.7005 -2.1300
50 C -3.7346 -1.4391 -3.1994
51 C -2.8935 -2.3331 -3.8831
52 C -1.5480 -2.4391 -3.5116
53 C -1.0482 -1.6597 -2.4688
54 C 1.1075 -2.2582 1.9590
55 C -0.0549 -3.3128 2.1393
56 C -0.6245 -3.1774 3.5499
57 C 0.5307 -4.7033 1.9311
58 C -1.1640 -3.1136 1.1233
59 H 4.1802 -3.0287 2.6565
60 H 3.2591 -4.0234 3.8125
61 H 2.9651 -4.1872 2.0501
62 H 0.6836 -0.1128 4.2137
63 H 1.7580 1.7329 2.8003
64 H 2.8049 1.1458 4.1197
65 H 4.8699 0.0148 3.7242
66 H 6.5636 -0.8795 2.1311
67 H 6.0429 -0.9407 -0.3231
68 H 3.9286 0.0573 -1.1568
69 H 2.3598 1.1851 0.4567
70 H -0.0215 0.9970 1.6835
71 H 0.4996 -1.1029 -0.4452
72 H -2.1167 0.5295 -0.0183
73 H -3.9145 -0.0606 -1.5542
74 H -4.7838 -1.3303 -3.4912
75 H -3.2845 -2.9379 -4.7026
76 H -0.8782 -3.1340 -4.0245
77 H 0.0072 -1.7367 -2.2034
78 H 1.5326 -2.3589 0.9439
79 H -1.0424 -2.1797 3.7219
80 H -1.4299 -3.9121 3.6774
81 H 0.1374 -3.3852 4.3085
82 H 1.0787 -4.7667 0.9820
83 H 1.1871 -4.9912 2.7571
84 H -0.2802 -5.4425 1.8922
85 H -0.7791 -3.1320 0.0978
86 H -1.8872 -3.9345 1.2176
87 H -1.7094 -2.1813 1.2854

Cartesian forces (eV/Å) of the 3 atoms listed first:
C 0.019 -0.070 -0.527
C 0.313 0.116 -0.114
O -0.906 -0.037 0.365

The value obtained for the calculated total energy is -49220.7460 eV. Its charge is 0. The value obtained for the LUMO energy is -0.0391 Ha. The value obtained for the maximum force is 1.8 eV Å⁻¹. The calculation puts the relative energy (zero: lowest compared OMol25 entry of this formula, charge and spin) at 0.000 eV. For the orbital gap, the calculation gives 5.6 eV. The calculation puts the highest occupied orbital energy at -6.66 eV.

=====

(5)
The following is a quantum chemistry calculation of one molecule with the formula C5H8O2, from the Open Molecules 2025 dataset.

Element x y z (Å)
1 C -1.8805 -0.1641 -0.4108
2 C -0.8665 0.6895 -0.5423
3 O -0.1443 0.2217 1.9430
4 C 0.9178 0.1585 1.0452
5 C 1.0341 -1.0032 0.0955
6 C 0.5755 0.3477 -0.4152
7 O 1.4264 1.0716 -1.2565
8 H -0.9265 0.0048 1.4163
9 H -2.9118 0.1698 -0.3540
10 H -1.7084 -1.2407 -0.3795
11 H -1.0364 1.7676 -0.5345
12 H 1.8321 0.5857 1.4498
13 H 2.0380 -1.2990 -0.2037
14 H 0.3281 -1.8238 0.1838
15 H 1.4242 0.6072 -2.1059

Cartesian forces (eV/Å) of the 3 atoms listed first:
C 0.004 -0.038 -0.402
C -0.152 -0.089 -0.115
O 0.571 -0.234 0.375

The SMILES is C=C[C@]1(O)C[C@@H]1O. The value obtained for the calculated total energy is -9407.5155 eV. Its charge is 0. The value obtained for the LUMO energy is 0.0314 Ha. The value obtained for the maximum force is 0.7 eV Å⁻¹. The calculation puts the relative energy (zero: lowest compared OMol25 entry of this formula, charge and spin) at 2.317 eV. For the orbital gap, the calculation gives 10.2 eV. The calculation puts the highest occupied orbital energy at -9.39 eV.

=====

(6)
The following is a quantum chemistry calculation of a 2-piece molecular cluster, C8H11N3 overall, from the Open Molecules 2025 dataset.

Element x y z (Å)
1 C -2.5727 -0.8209 -1.3285
2 C -3.0840 -1.4738 -0.2067
3 C 0.6391 -3.6167 -0.5056
4 C 0.5000 -2.6250 -1.1584
5 C -0.3595 -0.0806 1.0865
6 C 0.2899 1.0759 0.8894
7 C -0.2421 1.9860 -0.1732
8 C 1.3566 1.4973 1.7904
9 N -1.4276 -0.2522 -1.0304
10 N -2.2621 -1.2845 0.7725
11 N -1.3118 -0.5452 0.1915
12 H -2.9947 -0.6904 -2.3144
13 H -4.0040 -1.9916 -0.1445
14 H 0.3767 -1.7712 -1.6631
15 H 0.3842 -4.4799 -0.0279
16 H -0.2781 -0.7544 1.8284
17 H -0.0008 3.0561 0.0313
18 H 0.3974 1.6790 -1.0322
19 H -1.2547 1.6630 -0.4649
20 H 1.6143 0.7441 2.4929
21 H 1.0927 2.5012 2.2261
22 H 2.2475 1.6861 1.1994

Cartesian forces (eV/Å) of the 3 atoms listed first:
C -1.440 -0.236 -1.928
C -0.866 0.196 -1.684
C -0.458 1.463 -1.053

The SMILES is CC(C)=Cn1nccn1.C#C. The value obtained for the calculated total energy is -12939.9893 eV. Its charge is 0. The value obtained for the LUMO energy is 0.0356 Ha. The value obtained for the maximum force is 4.3 eV Å⁻¹. The calculation puts the relative energy (zero: lowest compared OMol25 entry of this formula, charge and spin) at 4.085 eV. For the orbital gap, the calculation gives 9.4 eV. The calculation puts the highest occupied orbital energy at -8.45 eV.